Record 1
ORCA calculation (ωB97M-V/def2-TZVPD) on an isolated molecule of C6H12 in a non-equilibrium geometry.

Each line ends with the Mulliken charge.
Geometry (Å):
C1 1.179 2.014 0.612  -1.14
C2 1.058 0.532 0.244  -0.55
C3 -0.381 0.058 0.302  0.52
C4 -1.052 0.117 1.454  -0.92
C5 -0.948 -0.652 -0.895  -0.71
C6 -0.311 -1.988 -1.289  -1.09
H1 2.084 2.442 0.187  0.34
H2 1.095 2.236 1.673  0.31
H3 0.320 2.514 0.155  0.34
H4 1.471 0.366 -0.751  0.29
H5 1.697 -0.107 0.864  0.34
H6 -0.434 0.204 2.343  0.27
H7 -2.120 0.070 1.574  0.32
H8 -1.141 -0.016 -1.767  0.35
H9 -1.998 -0.864 -0.649  0.36
H10 -0.187 -2.620 -0.411  0.31
H11 0.675 -1.798 -1.707  0.30
H12 -1.007 -2.508 -1.938  0.37

LUMO energy, Eh: 0.041
E, a.u.: -235.767963
Orbital gap, eV: 10.10
SMILES: C=C(CC)CC
Largest force on an atom, eV/A: 2.2
Total charge: 0
Energy above the lowest of the compared OMol25 structures with the same formula, charge and spin, kcal/mol: 31.5


Record 2
ORCA calculation (ωB97M-V/def2-TZVPD) on a cluster of 7 separate species, C32H83N5O12 in total in a non-equilibrium geometry.

Each line ends with the Mulliken charge.
Geometry (Å):
C1 3.102 3.952 0.173  -1.02
O1 2.877 2.546 0.114  0.03
H1 3.354 4.287 1.189  0.33
H2 3.849 4.260 -0.599  0.30
H3 2.208 4.493 -0.038  0.26
H4 2.456 2.349 0.937  -0.07
C2 -0.394 1.652 1.221  -0.44
O2 0.630 2.352 1.892  -0.64
H5 -0.105 0.656 0.694  -0.14
H6 -1.241 1.400 1.944  0.34
H7 -0.832 2.275 0.448  0.45
H8 0.746 1.980 2.781  0.67
C3 7.516 -0.634 -2.688  -0.91
O3 6.431 0.299 -2.853  -0.20
C4 5.730 0.054 -4.054  -0.60
C5 4.491 0.883 -4.120  -0.79
N1 3.675 0.754 -2.938  0.59
C6 2.372 1.420 -2.990  -0.65
C7 1.322 0.505 -3.562  -0.16
O4 1.257 0.687 -4.983  -0.50
C8 0.379 -0.256 -5.669  -0.60
H9 8.250 -0.542 -3.504  0.38
H10 7.100 -1.654 -2.613  0.34
H11 8.119 -0.412 -1.828  0.25
H12 5.460 -1.014 -3.934  0.31
H13 6.346 0.228 -4.945  0.38
H14 3.919 0.716 -5.009  0.52
H15 4.874 1.913 -4.192  0.32
H16 4.255 1.200 -2.187  -0.31
H17 2.427 2.408 -3.412  0.69
H18 2.057 1.521 -1.896  -0.23
H19 0.319 0.732 -3.172  -0.11
H20 1.649 -0.546 -3.441  0.64
H21 0.115 0.158 -6.614  0.29
H22 -0.505 -0.449 -5.028  0.17
H23 0.949 -1.273 -5.748  0.24
C9 -2.025 -3.004 -2.002  -0.60
O5 -2.794 -2.370 -0.986  -0.15
C10 -2.202 -2.335 0.310  0.13
C11 -2.837 -1.245 1.089  0.32
N2 -4.223 -1.478 1.298  -0.18
C12 -5.048 -0.480 1.938  -0.58
C13 -6.417 -0.984 2.241  -0.87
O6 -6.980 -1.356 0.925  -0.14
C14 -8.131 -2.151 1.119  -0.82
H24 -2.695 -2.922 -2.914  0.22
H25 -1.774 -4.066 -1.861  0.39
H26 -1.006 -2.469 -2.217  -0.01
H27 -1.119 -2.147 0.279  -0.50
H28 -2.391 -3.290 0.847  0.29
H29 -2.554 -0.277 0.593  -0.30
H30 -2.399 -1.165 2.109  0.13
H31 -4.501 -1.692 0.357  0.19
H32 -5.088 0.491 1.452  0.32
H33 -4.680 -0.191 2.908  0.46
H34 -7.137 -0.235 2.675  0.38
H35 -6.367 -1.800 2.922  0.44
H36 -8.944 -1.489 1.448  0.31
H37 -7.985 -3.065 1.725  0.32
H38 -8.328 -2.506 0.114  0.21
C15 -0.392 -2.993 3.324  -0.42
O7 -0.764 -1.814 4.005  -0.46
C16 0.083 -0.744 3.793  0.68
C17 -0.082 0.329 4.798  -1.17
N3 0.883 1.380 4.406  -0.46
C18 0.642 2.612 5.183  -0.74
C19 0.452 2.290 6.710  -0.74
O8 1.516 1.504 7.111  -0.34
C20 1.293 0.896 8.406  -0.73
H39 -1.196 -3.700 3.604  0.24
H40 0.565 -3.284 3.747  0.42
H41 -0.332 -2.951 2.261  -0.09
H42 0.070 -0.291 2.735  -0.23
H43 1.149 -1.075 3.863  0.24
H44 0.043 -0.044 5.795  0.23
H45 -1.060 0.790 4.743  0.45
H46 1.855 1.062 4.725  0.32
H47 -0.259 3.117 4.757  0.34
H48 1.477 3.398 5.061  0.36
H49 -0.433 1.797 6.935  0.48
H50 0.391 3.267 7.219  0.46
H51 0.454 0.178 8.328  0.29
H52 1.098 1.663 9.154  0.31
H53 2.208 0.441 8.705  0.26
C21 -0.738 3.229 -2.054  -0.68
O9 -1.586 2.130 -1.715  -0.01
C22 -2.559 1.947 -2.744  -0.91
C23 -3.363 0.711 -2.514  0.07
N4 -4.244 0.355 -3.658  -0.28
C24 -4.969 -0.910 -3.555  0.28
C25 -6.114 -1.020 -2.521  0.04
O10 -7.129 -0.004 -2.737  -0.43
C26 -7.856 0.016 -4.014  -0.81
H54 -0.019 3.401 -1.264  -0.09
H55 -1.298 4.082 -2.228  0.46
H56 -0.166 2.917 -2.960  0.25
H57 -2.064 2.054 -3.745  0.29
H58 -3.099 2.877 -2.747  0.59
H59 -3.977 0.918 -1.605  0.04
H60 -2.706 -0.068 -2.219  -0.04
H61 -4.917 1.117 -3.697  0.35
H62 -4.246 -1.706 -3.301  -0.69
H63 -5.385 -1.060 -4.605  0.38
H64 -5.775 -0.741 -1.501  -0.14
H65 -6.616 -1.992 -2.645  0.45
H66 -8.865 0.412 -3.837  0.29
H67 -8.054 -1.032 -4.348  0.33
H68 -7.414 0.526 -4.857  0.28
C27 1.725 -3.559 -0.635  -1.21
O11 1.085 -2.294 -0.538  0.54
C28 1.916 -1.217 -0.911  -0.62
C29 2.869 -0.788 0.231  0.43
N5 4.095 -1.566 0.216  -0.14
C30 4.839 -1.403 1.438  -0.90
C31 5.528 -0.047 1.585  0.06
O12 6.577 -0.083 0.589  -0.34
C32 6.791 1.268 0.208  -0.54
H69 0.946 -4.304 -0.511  0.25
H70 2.502 -3.807 0.015  0.31
H71 2.055 -3.651 -1.662  0.32
H72 1.269 -0.369 -1.136  -0.42
H73 2.478 -1.385 -1.848  0.29
H74 2.382 -0.870 1.227  0.44
H75 2.992 0.293 0.151  -0.21
H76 4.687 -1.261 -0.547  0.12
H77 5.586 -2.146 1.398  0.54
H78 4.210 -1.477 2.369  0.26
H79 5.878 0.173 2.605  0.43
H80 4.925 0.798 1.274  -0.10
H81 7.200 1.822 1.120  0.36
H82 5.904 1.838 -0.068  0.04
H83 7.529 1.372 -0.609  0.24

LUMO energy, Eh: 0.021
E, a.u.: -2445.329850
Orbital gap, eV: 8.95
SMILES: COCCNCCOC.COCCNCCOC.COCCNCCOC.COCCNCCOC.COCCNCCOC.CO.CO
Largest force on an atom, eV/A: 3.4
Total charge: 0
Energy above the lowest of the compared OMol25 structures with the same formula, charge and spin, kcal/mol: 45.9


Record 3
ORCA calculation (ωB97M-V/def2-TZVPD) on an isolated molecule of C4H7NO in a non-equilibrium geometry.

Each line ends with the Mulliken charge.
Geometry (Å):
C1 0.214 -1.505 0.947  -0.65
O1 0.196 -0.086 1.085  -0.36
C2 -0.465 0.637 0.044  0.38
C3 0.509 1.588 -0.615  -1.19
C4 -1.001 -0.256 -1.011  0.26
N1 -0.997 -1.275 -1.557  -0.47
H1 0.979 -1.723 0.196  0.32
H2 -0.887 -1.981 0.533  0.27
H3 0.585 -1.959 1.897  0.22
H4 -1.268 1.165 0.547  0.23
H5 0.962 2.191 0.171  0.33
H6 1.290 1.029 -1.139  0.30
H7 -0.032 2.209 -1.334  0.36

LUMO energy, Eh: 0.033
E, a.u.: -286.537265
Orbital gap, eV: 10.99
SMILES: CO[C@@H](C)C#N
Largest force on an atom, eV/A: 3.9
Total charge: 0
Energy above the lowest of the compared OMol25 structures with the same formula, charge and spin, kcal/mol: 59.2


Record 4
ORCA calculation (ωB97M-V/def2-TZVPD) on a structure of composition C5H6BrF2I in a non-equilibrium geometry.

Each line ends with the Mulliken charge.
Geometry (Å):
C1 0.505 0.338 0.325  0.76
C2 -0.643 -1.183 0.451  -0.48
C3 1.937 0.258 0.681  -0.93
C4 -0.240 1.362 0.000  -1.07
C5 -1.947 -0.983 0.640  0.59
F1 -2.759 -2.071 0.722  -0.23
F2 -2.737 0.061 0.538  -0.19
Br1 -0.121 -0.031 -3.355  -0.20
I1 0.269 -2.998 0.782  0.12
H1 1.991 -0.693 1.222  0.23
H2 2.094 1.081 1.364  0.36
H3 2.462 0.043 -0.304  0.25
H4 0.147 2.429 -0.012  0.25
H5 -1.276 1.383 -0.415  0.35
H6 0.318 1.006 -2.639  0.20

LUMO energy, Eh: 0.014
E, a.u.: -3265.424617
Orbital gap, eV: 9.42
Largest force on an atom, eV/A: 4.9
Total charge: 0
Energy above the lowest of the compared OMol25 structures with the same formula, charge and spin, kcal/mol: 50.5


Record 5
ORCA calculation (ωB97M-V/def2-TZVPD) on a structure of composition C40H36ClLaN3Si2 in a non-equilibrium geometry.

Each line ends with the Mulliken charge.
Geometry (Å):
C1 -1.789 -0.934 5.174  -0.76
C2 -2.503 -0.243 4.154  -1.10
C3 -2.550 -1.089 3.007  -0.18
H1 -3.026 0.701 4.267  0.55
C4 -1.851 -2.288 3.307  -0.72
C5 -1.389 -2.204 4.648  -0.51
H2 -0.919 -2.996 5.218  0.65
H3 -1.687 -0.617 6.204  0.59
H4 -3.121 -0.898 2.101  0.72
H5 -1.764 -3.143 2.642  0.59
La1 0.003 -0.365 3.361  0.82
Si1 2.859 0.002 -5.378  0.37
C6 1.900 1.488 -5.906  0.30
C7 2.348 2.295 -6.966  -0.51
H6 3.267 2.030 -7.494  0.33
C8 1.614 3.424 -7.342  -0.52
H7 1.958 4.043 -8.174  0.36
C9 0.443 3.765 -6.655  -0.55
H8 -0.121 4.652 -6.944  0.38
C10 -0.005 2.966 -5.596  -0.53
H9 -0.926 3.215 -5.067  0.35
C11 0.727 1.837 -5.214  -0.14
H10 0.387 1.221 -4.376  0.55
C12 1.967 -1.535 -5.874  0.47
C13 0.772 -1.490 -6.613  -0.02
H11 0.359 -0.528 -6.928  0.36
C14 0.102 -2.675 -6.943  -0.66
H12 -0.840 -2.625 -7.492  0.37
C15 0.635 -3.913 -6.569  -0.45
H13 0.112 -4.833 -6.827  0.39
C16 1.841 -3.966 -5.859  -0.57
H14 2.260 -4.931 -5.567  0.36
C17 2.508 -2.787 -5.518  -0.57
H15 3.454 -2.827 -4.973  0.32
H16 3.026 0.068 -3.912  -0.18
Si2 -0.274 -0.186 0.366  0.01
C18 -0.831 -1.799 -0.365  0.82
C19 -1.955 -1.832 -1.213  -0.32
H17 -2.463 -0.901 -1.479  0.37
C20 -2.455 -3.058 -1.675  -0.68
H18 -3.333 -3.064 -2.326  0.40
C21 -1.858 -4.262 -1.280  -0.53
H19 -2.254 -5.215 -1.642  0.40
C22 -0.766 -4.238 -0.400  -0.59
H20 -0.326 -5.177 -0.051  0.40
C23 -0.256 -3.020 0.058  -0.46
H21 0.573 -3.026 0.773  0.37
C24 -1.360 1.179 -0.280  0.84
C25 -2.582 1.497 0.362  -0.17
H22 -2.875 0.979 1.281  0.03
C26 -3.429 2.480 -0.163  -0.63
H23 -4.362 2.720 0.354  0.40
C27 -3.074 3.168 -1.330  -0.69
H24 -3.740 3.934 -1.738  0.37
C28 -1.852 2.888 -1.952  -0.48
H25 -1.548 3.450 -2.839  0.32
C29 -0.991 1.915 -1.423  -0.56
H26 -0.021 1.730 -1.890  0.50
H27 4.150 0.006 -6.096  -0.20
Cl1 1.693 0.127 -0.183  -0.38
C30 1.772 -2.220 8.466  -0.45
C31 1.592 -0.852 8.729  -0.66
C32 1.436 0.043 7.672  -0.14
C33 1.479 -0.437 6.358  0.74
C34 1.635 -1.816 6.073  -0.44
C35 1.772 -2.697 7.146  -0.86
N1 1.257 0.439 5.282  0.26
N2 1.272 1.730 5.623  -0.32
C36 0.947 2.607 4.612  0.22
C37 1.348 3.962 4.733  -0.47
C38 0.937 4.863 3.758  -0.39
C39 0.147 4.401 2.694  -0.81
C40 -0.175 3.058 2.604  0.03
N3 0.238 2.144 3.519  0.11
H28 1.917 -2.915 9.297  0.39
H29 1.571 -0.484 9.750  0.40
H30 1.251 1.103 7.842  0.46
H31 1.642 -2.170 5.032  0.53
H32 1.886 -3.766 6.962  0.41
H33 1.974 4.225 5.576  0.50
H34 1.223 5.910 3.816  0.42
H35 -0.205 5.086 1.922  0.46
H36 -0.780 2.674 1.771  0.20

LUMO energy (alpha / beta), Eh: -0.199 / -0.199
E, a.u.: -2780.693867
Orbital gap (alpha / beta), eV: 4.08 / 4.07
Largest force on an atom, eV/A: 5.1
Total charge: +1
Energy above the lowest of the compared OMol25 structures with the same formula, charge and spin, kcal/mol: 11.3


Record 6
ORCA calculation (ωB97M-V/def2-TZVPD) on a cluster of 2 separate species, C4H9FN3 in total in a non-equilibrium geometry.

Each line ends with the Mulliken charge.
Geometry (Å):
C1 0.005 0.804 0.782  0.46
C2 1.275 -0.994 0.284  -0.05
C3 -0.584 1.878 1.515  -1.21
C4 -0.195 -2.112 -1.437  -0.80
N1 -0.750 -0.075 0.106  -0.14
N2 0.008 -1.168 -0.368  0.07
N3 1.227 0.282 0.926  -0.15
F1 1.470 -1.897 1.335  -0.29
H1 2.635 -1.389 -0.680  0.35
H2 0.177 2.695 1.685  0.37
H3 -0.962 1.543 2.414  0.34
H4 -1.375 2.449 1.010  0.38
H5 -0.244 -1.639 -2.376  0.38
H6 0.595 -2.783 -1.539  0.38
H7 -1.200 -2.615 -1.329  0.27
H8 -1.539 0.023 -0.502  0.28
H9 1.905 0.579 1.729  0.36

LUMO energy, Eh: -0.143
E, a.u.: -421.561117
Orbital gap, eV: 9.50
Largest force on an atom, eV/A: 4.8
Total charge: +1
Energy above the lowest of the compared OMol25 structures with the same formula, charge and spin, kcal/mol: 84.0


Record 7
ORCA calculation (ωB97M-V/def2-TZVPD) on a structure of composition C3H6NS in a non-equilibrium geometry.

Each line ends with the Mulliken charge.
Geometry (Å):
C1 0.327 1.076 -0.080  -0.51
C2 1.675 0.951 -0.153  -0.24
C3 0.077 -0.319 0.191  -0.07
N1 -1.096 -1.021 -0.360  -0.10
S1 1.738 -0.825 0.059  -0.12
H1 -0.438 1.843 -0.064  0.35
H2 2.462 1.783 -0.230  0.37
H3 -0.744 -0.011 2.026  0.22
H4 -1.804 -0.269 -0.271  0.40
H5 -1.398 -1.862 0.117  0.37
H6 -0.799 -1.346 -1.235  0.34

LUMO energy, Eh: -0.209
E, a.u.: -570.383798
Orbital gap, eV: 7.83
Largest force on an atom, eV/A: 4.7
Total charge: +1
Energy above the lowest of the compared OMol25 structures with the same formula, charge and spin, kcal/mol: 84.2


Record 8
ORCA calculation (ωB97M-V/def2-TZVPD) on an isolated molecule of C7H7FN2 in a non-equilibrium geometry.

Each line ends with the Mulliken charge.
Geometry (Å):
C1 0.224 -1.782 -0.041  0.32
C2 1.387 1.395 0.340  -0.15
C3 -0.141 0.834 -1.430  0.04
C4 1.171 0.734 1.435  0.17
C5 1.351 0.815 -1.105  -0.84
C6 -0.908 -0.923 -0.045  0.77
C7 -2.027 -1.324 0.760  -1.62
N1 1.195 -2.379 0.012  -0.49
N2 -1.058 0.089 -0.905  -0.48
F1 1.077 0.933 2.728  -0.22
H1 1.455 2.543 0.122  0.22
H2 -0.476 1.700 -2.076  0.35
H3 1.997 1.552 -1.790  0.29
H4 1.859 -0.044 -1.133  0.43
H5 -2.928 -0.756 0.678  0.43
H6 -1.937 -1.090 1.759  0.40
H7 -2.241 -2.296 0.691  0.38

LUMO energy (alpha / beta), Eh: -0.046 / -0.021
E, a.u.: -480.078447
Orbital gap (alpha / beta), eV: 8.04 / 7.62
Largest force on an atom, eV/A: 4.8
Total charge: 0
Energy above the lowest of the compared OMol25 structures with the same formula, charge and spin, kcal/mol: 113.3